Computed, not measured: a molecular structure, C4H20AlB3O2S at a distorted geometry, with ωB97M-V with the def2-TZVPD basis set.

Computed properties:
ΔE to the lowest compared entry with this formula, charge and spin: 2.821 eV
Gap between HOMO and LUMO: 5.56 eV
Spin multiplicity: 1
Total charge: 0

Each line ends with the Mulliken charge.
Element x y z (Å)
1 S 18.47869 34.88883 -1.71470  1.05
2 Al 16.45564 33.57772 -3.63080  -0.21
3 O 17.22110 34.26800 -2.15090  -0.39
4 O 19.18928 34.26715 -0.60849  -0.65
5 C 20.39914 36.48211 -2.38987  -0.92
6 C 19.26875 37.37121 -1.88023  -0.71
7 C 19.62045 35.29707 -3.03590  -0.50
8 C 18.15080 36.60655 -1.16188  -0.62
9 B 15.59334 31.97538 -2.06849  0.83
10 B 18.73878 33.84130 -4.45834  0.85
11 B 16.71179 33.51737 -6.04039  0.32
12 H 16.89476 34.43920 -5.51031  -0.10
13 H 17.20312 37.00801 -1.52079  0.31
14 H 18.16527 36.51332 -0.07597  0.42
15 H 17.26245 33.37355 -6.95708  -0.05
16 H 18.77681 37.80995 -2.74834  0.29
17 H 15.26453 32.05356 -3.09320  -0.10
18 H 21.00297 37.05903 -3.09032  0.38
19 H 17.14671 32.72760 -5.44764  0.10
20 H 19.69302 38.22188 -1.34689  0.39
21 H 15.66949 33.23914 -6.06146  -0.21
22 H 18.23396 34.32045 -3.63384  -0.61
23 H 19.10260 35.60130 -3.94550  0.46
24 H 16.50285 32.55163 -1.99792  -0.31
25 H 19.63710 33.32275 -4.16107  -0.20
26 H 19.04897 34.58025 -5.18083  -0.04
27 H 15.78054 30.95198 -1.78245  -0.10
28 H 20.26037 34.46133 -3.31898  0.64
29 H 18.05074 33.12667 -4.88278  -0.49
30 H 14.88501 32.52170 -1.46513  -0.18
31 H 21.07610 36.16901 -1.59502  0.37

Atomic forces in eV per Å
2.425 2.187 2.614
2.337 -2.708 -1.700
-1.608 1.421 1.372
-0.927 -0.052 -1.312
-0.844 -0.280 0.390
0.371 1.131 0.070
2.904 2.854 1.806
0.233 -0.569 -0.494
0.322 0.733 0.324
0.447 -2.919 -1.345
-4.363 -0.705 0.502
0.263 4.736 2.130
-0.161 -0.481 0.243
0.174 0.245 -0.082
2.164 -0.172 -2.849
0.153 0.049 -0.196
-2.039 0.182 -5.394
-0.156 -0.331 -0.322
-0.389 -4.247 1.233
-0.340 -0.086 0.458
-4.465 -0.211 -1.215
-2.321 0.409 0.420
0.526 0.893 0.836
3.539 1.062 0.663
2.783 -2.317 1.185
0.483 2.359 -2.915
0.668 -3.539 0.411
-0.247 0.549 0.732
0.818 -2.013 0.238
-2.614 1.978 2.087
-0.135 -0.153 0.108

---

Computed, not measured: a molecular structure, C9H21FIO2P2Pt at a distorted geometry, with ωB97M-V with the def2-TZVPD basis set.

Computed properties:
ΔE to the lowest compared entry with this formula, charge and spin: 1.651 eV
Gap between HOMO and LUMO (alpha / beta): 4.96 / 5.31 eV
Spin multiplicity: 5
Total charge: +3
Expectation value of S²: 6.0155

Each line ends with the Mulliken charge.
Element x y z (Å)
1 Pt -0.00216 -0.11752 -0.99685  0.95
2 I -0.01350 -1.56302 -3.29628  0.47
3 P -2.28054 -0.09489 -0.52752  0.50
4 P 2.27791 -0.13690 -0.53142  0.48
5 F -0.01957 -2.11417 -0.41798  -0.46
6 O 0.01277 1.46964 -3.74329  -0.28
7 O 0.02670 2.90238 -0.98346  -0.32
8 C -2.87189 1.23783 0.53435  -1.12
9 C 0.00402 0.42324 -4.34869  0.65
10 C 2.89571 1.18380 0.53526  -1.11
11 C 0.00199 0.20400 -5.82363  -1.04
12 C 2.66281 -1.68809 0.31830  -1.09
13 C 3.26096 -0.09492 -2.04710  -1.08
14 C -3.26197 -0.03829 -2.04167  -1.09
15 C -2.69098 -1.63381 0.32345  -1.09
16 C 0.01668 1.74658 -1.05077  0.25
17 H 4.32358 -0.12367 -1.76708  0.48
18 H -3.04233 0.88377 -2.59278  0.35
19 H -3.77518 -1.80495 0.27960  0.47
20 H -4.32447 -0.04735 -1.76320  0.48
21 H 0.89248 -0.36739 -6.12745  0.41
22 H 3.74442 -1.87615 0.26953  0.47
23 H -2.36943 -1.52975 1.36839  0.41
24 H -2.13225 -2.46043 -0.13287  0.29
25 H 2.34467 -1.57637 1.36377  0.41
26 H -2.54232 2.21575 0.16282  0.41
27 H 3.01230 -0.95367 -2.68296  0.32
28 H -3.03119 -0.90132 -2.67705  0.32
29 H 0.00880 1.18579 -6.31806  0.36
30 H 2.58152 2.16792 0.16385  0.41
31 H 2.50183 1.03396 1.54979  0.42
32 H -3.97006 1.21230 0.56843  0.45
33 H -2.48105 1.08599 1.54866  0.42
34 H 2.08662 -2.50127 -0.14083  0.29
35 H 3.05584 0.83391 -2.59436  0.35
36 H -0.89844 -0.35133 -6.12719  0.41
37 H 3.99411 1.13640 0.56626  0.45

Atomic forces in eV per Å
-0.016 -2.447 0.762
-0.015 -1.295 1.039
-3.602 -0.616 2.054
3.635 -0.710 2.092
-0.001 -0.006 -0.972
-0.037 -4.390 -1.466
-0.032 -3.743 0.563
0.598 0.364 0.014
0.055 6.082 -0.807
-0.608 0.343 -0.014
-0.003 0.088 -0.229
-0.374 -0.179 -0.002
-0.896 0.378 -0.536
0.884 0.353 -0.565
0.359 -0.266 0.046
0.057 6.672 -2.230
-0.182 -0.098 0.037
-0.189 -0.095 0.025
0.121 0.128 -0.025
0.153 -0.100 0.054
-0.199 -0.007 0.095
-0.139 0.123 -0.016
-0.091 -0.130 -0.226
-0.402 0.141 0.232
0.095 -0.147 -0.237
-0.227 -0.085 0.119
0.275 0.026 0.066
-0.261 0.003 0.060
0.005 -0.244 0.185
0.243 -0.113 0.144
0.108 0.068 -0.231
0.144 -0.070 -0.104
-0.090 0.054 -0.201
0.415 0.129 0.248
0.201 -0.132 0.029
0.194 -0.021 0.095
-0.177 -0.057 -0.098

---

Computed, not measured: a molecular structure, C10H19N3O4 at a distorted geometry, with ωB97M-V with the def2-TZVPD basis set.

Computed properties:
ΔE to the lowest compared entry with this formula, charge and spin: 6.732 eV
Gap between HOMO and LUMO: 8.83 eV
Spin multiplicity: 1
Total charge: 0

Each line ends with the Mulliken charge.
Element x y z (Å)
1 O 0.30034 3.30209 -2.18779  -0.63
2 O -0.17448 -2.40163 -0.29102  -0.65
3 O -0.75399 2.08643 1.02353  -0.67
4 O -1.35783 1.85698 -1.53312  -0.39
5 N -2.07545 0.30764 2.79883  -0.67
6 N -1.04862 -4.17489 1.19627  -0.57
7 N 0.56668 0.52351 0.32212  0.13
8 C 0.92668 1.46317 -0.68860  -0.05
9 C -2.21610 -0.76454 0.65523  -0.74
10 C -1.06934 -2.91128 0.56989  0.62
11 C -0.44795 0.93554 1.06437  0.14
12 C -2.34546 -2.25830 0.82873  -0.87
13 C -0.07041 2.31341 -1.54019  0.15
14 C 2.15825 0.85239 -1.46739  0.02
15 C -1.34894 -0.22056 1.75507  0.22
16 C 2.87518 1.77570 -2.38690  -1.26
17 C 3.21960 0.41962 -0.35372  -0.94
18 H -3.20923 -2.74736 0.21819  0.28
19 H 3.59689 1.37499 -3.06748  0.38
20 H -2.06068 -0.34651 -0.41728  0.06
21 H -0.43760 -0.85764 2.20088  0.22
22 H 2.93546 -0.73251 0.04502  0.20
23 H 3.41329 2.27706 -1.54466  0.35
24 H -0.59668 -5.01815 0.38045  0.36
25 H -2.61553 -2.54733 1.83934  0.47
26 H 3.45326 1.20736 0.35208  0.38
27 H 0.54407 -0.50228 0.12038  0.29
28 H 1.73301 0.01009 -2.03661  0.39
29 H -1.46499 1.22735 3.45823  0.37
30 H 4.08838 0.14544 -1.20276  0.28
31 H -1.97271 2.54469 -1.97050  0.36
32 H -3.16398 -0.22408 0.95471  0.63
33 H -2.98769 0.88682 2.35279  0.34
34 H 2.20799 2.48782 -2.90165  0.30
35 H -1.96858 -4.56631 1.68354  0.31
36 H 1.36714 2.27529 -0.22994  0.18

Atomic forces in eV per Å
-1.161 -2.290 1.822
-3.906 -3.131 4.732
-1.155 2.327 1.470
-0.449 1.542 -1.052
-2.888 5.685 3.385
0.853 -3.549 -3.439
-0.196 -2.149 -1.224
1.721 -0.176 -2.331
-2.136 1.276 -0.462
2.972 -0.318 -4.059
-1.835 -1.852 0.405
-2.135 0.411 -0.838
-0.169 0.450 -1.304
-1.501 -1.419 1.001
6.071 1.732 -0.960
-0.310 2.328 1.444
0.114 -5.101 -4.231
1.723 0.780 0.538
0.277 -0.684 -0.219
0.417 -1.169 1.870
-2.276 0.349 -0.995
0.829 3.544 -0.405
0.296 0.944 -1.505
-1.605 3.441 3.690
-0.209 0.528 0.461
0.112 -0.223 0.131
0.267 1.120 -0.179
0.431 -0.343 0.447
-2.321 -3.782 -2.988
-1.375 0.858 3.041
1.626 -1.358 0.789
0.357 -1.095 -0.757
3.381 -1.704 1.733
0.490 -0.343 0.210
2.630 1.511 -1.733
1.062 1.862 1.512

---

Computed, not measured: a molecular structure, C3H4BiLiO4 at a distorted geometry, with ωB97M-V with the def2-TZVPD basis set.

Computed properties:
Gap between HOMO and LUMO (alpha / beta): 7.77 / 9.02 eV
Spin multiplicity: 2
Total charge: +1
Expectation value of S²: 0.7529

Each line ends with the Mulliken charge.
Element x y z (Å)
1 Bi 2.12777 1.54806 0.75218  1.01
2 O -0.84201 0.15561 -0.70498  -0.50
3 O 1.48024 -0.25735 1.30412  -0.61
4 O -1.70464 2.08301 -0.31271  -0.73
5 O 0.54402 1.92219 -0.49016  -0.61
6 C 0.61104 -1.11450 0.78951  0.10
7 C -0.63046 1.50093 -0.53675  1.10
8 C 0.18324 -0.84257 -0.64814  -0.71
9 Li -2.76184 0.48585 0.06997  0.89
10 H 1.00475 -0.57936 -1.32993  0.36
11 H -0.29828 -1.74446 -1.04815  0.35
12 H 0.99881 -2.15533 0.81035  0.33
13 H -0.71264 -1.00208 1.34470  0.04

Atomic forces in eV per Å
2.053 0.958 0.863
-0.405 0.024 -0.402
0.633 0.040 1.357
1.136 -0.085 -0.435
-0.232 1.022 -1.420
-4.249 -0.994 -0.710
-2.789 -0.860 1.235
0.211 -0.541 -0.276
0.326 0.360 -0.261
-0.068 0.065 0.249
0.156 0.266 0.094
-0.546 0.455 0.559
3.775 -0.711 -0.853

---

Computed, not measured: a molecular structure, C22H40As4F7KN2O2, with ωB97M-V with the def2-TZVPD basis set.

Computed properties:
ΔE to the lowest compared entry with this formula, charge and spin: 0.346 eV
Gap between HOMO and LUMO (alpha / beta): 7.10 / 6.46 eV
Spin multiplicity: 2
Total charge: -1
Expectation value of S²: 0.7894

Each line ends with the Mulliken charge.
Element x y z (Å)
1 As -1.48384 -0.95964 0.63221  0.38
2 As 0.62703 2.05626 0.80508  0.68
3 As -2.69511 -0.89547 -3.49479  2.29
4 As -2.19377 -0.02978 4.82299  0.21
5 K 0.10290 0.28243 -1.89117  1.05
6 F -1.82515 -0.82643 -4.98523  -0.48
7 F -1.27524 -1.58007 -2.73023  -0.66
8 F -3.50082 -0.92203 -1.96249  -0.48
9 F -2.06202 0.68801 -3.09356  -0.59
10 F -4.05960 -0.15281 -4.23218  -0.52
11 F -3.27006 -2.47260 -3.84689  -0.50
12 F -1.35277 1.52358 -7.55670  -0.36
13 O 1.20513 -5.15474 -2.24084  -0.51
14 O 2.26228 -0.03150 -0.68831  -0.47
15 N 1.31085 -3.89567 -1.58589  -0.04
16 N 1.99275 -1.21677 -1.21364  -0.24
17 C 2.52711 -3.50232 -1.56290  0.23
18 C 1.12271 2.99852 -2.83030  -1.57
19 C 0.50532 2.63758 -4.04558  0.95
20 C -0.96083 0.81448 3.53403  -1.55
21 C 2.82605 -2.17647 -0.97615  0.51
22 C -3.59911 1.32226 4.62413  -1.17
23 C -0.30423 -1.24918 2.19648  -2.10
24 C 0.33833 1.14944 -5.96972  -0.56
25 C 0.01930 3.57758 1.90636  -1.35
26 C 2.43544 2.76004 0.53444  -1.17
27 C -0.74572 1.88677 -6.40987  0.59
28 C 0.20069 -0.05078 3.02045  2.61
29 C -3.23449 -0.84809 1.50440  -1.28
30 C -0.60841 3.35168 -4.54542  -0.56
31 C -1.60145 -2.85664 0.17718  -0.82
32 C 4.07193 -1.97942 -0.16337  -1.57
33 C -1.43484 0.74197 6.45724  -1.20
34 C 0.98142 -0.62842 4.21053  -2.28
35 C 0.95738 1.52435 -4.79725  -0.18
36 C 3.66267 -4.31888 -2.11231  -1.47
37 C -1.23268 2.98140 -5.71605  -0.61
38 C 1.20112 0.83219 2.24756  -1.32
39 H -1.01594 3.45106 2.21900  0.32
40 H 2.39504 3.64111 -0.10727  0.39
41 H 0.56104 -1.77667 1.78144  0.61
42 H 0.08493 4.47887 1.29452  0.45
43 H 4.57967 -3.73330 -2.13377  0.36
44 H -0.82114 -1.95421 2.85415  0.68
45 H -0.65823 -3.17426 -0.26870  -0.03
46 H 3.42361 -4.65976 -3.11810  0.41
47 H -0.98462 4.19287 -3.97571  0.34
48 H 0.36926 -1.32077 4.79600  0.48
49 H -2.09899 3.50797 -6.09234  0.41
50 H 0.76281 3.84102 -2.25571  0.22
51 H -3.97130 -1.10912 0.74457  0.56
52 H 3.02382 1.97986 0.05322  0.23
53 H -4.12991 1.16283 3.68637  0.30
54 H 4.92085 -1.64894 -0.77259  0.35
55 H -3.16829 2.32513 4.62933  0.35
56 H 0.25053 -5.27577 -2.25761  0.35
57 H 0.65675 0.28163 -6.52982  0.41
58 H -1.82410 -3.44803 1.06745  0.45
59 H -4.30808 1.22919 5.44661  0.41
60 H -2.16549 0.64242 7.26099  0.42
61 H 3.88547 -1.19510 0.56728  0.26
62 H -0.57387 1.71877 4.01318  0.96
63 H -1.58020 1.14298 2.69570  0.13
64 H -3.44364 0.16552 1.84455  0.18
65 H 1.72917 1.47022 2.96458  0.74
66 H 1.33288 0.16802 4.87338  0.44
67 H -2.39131 -2.97564 -0.56230  0.41
68 H 1.95604 2.42911 -2.43060  0.54
69 H 1.80072 0.95102 -4.42691  0.37
70 H -1.20130 1.79804 6.31083  0.32
71 H 2.88180 3.03499 1.49229  0.40
72 H 1.94206 0.20076 1.74961  -0.23
73 H 3.83170 -5.21127 -1.50492  0.29
74 H -3.30684 -1.54282 2.34153  0.35
75 H -0.52948 0.20816 6.73974  0.34
76 H 1.85212 -1.18082 3.85026  0.42
77 H 0.65075 3.70217 2.78907  0.35
78 H 4.37144 -2.89812 0.34847  0.38

Atomic forces in eV per Å
0.085 -0.059 0.056
0.025 0.042 0.136
0.075 0.069 0.020
-0.012 -0.132 -0.084
-0.068 0.377 -0.156
0.073 -0.063 -0.229
-0.181 -0.344 -0.143
-0.160 -0.032 0.205
-0.162 0.317 -0.084
-0.230 0.026 -0.096
-0.150 -0.280 -0.122
-0.006 0.016 0.009
-0.067 0.227 0.127
0.273 -0.110 0.030
0.321 -0.196 -0.104
0.440 -0.190 0.273
-0.123 0.171 0.095
0.025 -0.028 -0.223
0.170 0.069 0.234
0.073 -0.056 -0.052
-0.166 -0.053 -0.091
-0.043 0.036 0.006
0.006 0.073 -0.023
0.054 -0.018 0.102
0.011 0.043 0.041
0.011 0.007 -0.019
-0.041 -0.019 -0.073
-0.057 0.051 -0.029
-0.058 0.001 -0.016
-0.086 0.052 -0.003
0.039 0.033 -0.021
0.082 -0.108 0.016
-0.001 0.044 0.082
0.023 0.008 0.053
0.053 -0.037 -0.012
0.047 -0.034 0.051
0.017 0.021 0.048
-0.058 -0.084 -0.033
-0.006 0.007 0.000
0.010 0.002 0.003
0.010 0.004 -0.006
-0.004 0.015 0.012
-0.010 -0.008 -0.008
-0.014 -0.005 0.053
-0.014 0.013 0.021
-0.014 -0.004 -0.038
-0.006 -0.009 -0.019
-0.025 0.010 -0.012
0.002 -0.001 0.004
-0.014 -0.006 -0.018
-0.013 0.005 0.007
-0.004 0.007 0.003
-0.011 0.019 0.042
-0.041 0.036 -0.006
-0.016 0.001 0.003
0.012 0.001 -0.021
-0.002 0.000 0.003
-0.006 -0.015 0.007
-0.016 0.020 -0.004
0.037 0.009 0.022
-0.008 0.025 0.044
0.028 0.007 0.008
0.025 -0.003 -0.043
0.000 -0.028 -0.020
0.006 0.001 0.031
0.004 -0.008 -0.006
-0.025 -0.005 -0.011
-0.051 0.051 -0.040
0.001 0.006 -0.019
0.001 -0.007 0.025
0.007 0.009 -0.002
-0.002 -0.007 0.002
-0.031 -0.005 -0.017
-0.025 -0.015 0.030
0.022 -0.003 0.016
0.002 0.004 0.016
-0.007 0.018 -0.001
-0.033 0.020 -0.034

---

Computed, not measured: 2 unconnected molecules or ions with the total composition C2HNOS at a distorted geometry, with ωB97M-V with the def2-TZVPD basis set.

Computed properties:
ΔE to the lowest compared entry with this formula, charge and spin: 2.848 eV
Gap between HOMO and LUMO (alpha / beta): 6.72 / 6.74 eV
Spin multiplicity: 3
Total charge: 0
Expectation value of S²: 2.0272

Each line ends with the Mulliken charge.
Element x y z (Å)
1 S 3.51718 0.15110 -0.11146  -0.11
2 O -1.11059 -0.76589 -0.09128  -0.39
3 N -2.51032 1.19929 -0.06080  -0.36
4 C -1.81555 0.29112 -0.06410  0.48
5 C 2.08916 -0.25503 0.20970  0.03
6 H -0.16989 -0.62060 0.11793  0.35

Atomic forces in eV per Å
1.802 0.548 -0.468
0.879 -1.373 0.001
-0.586 0.801 0.017
-0.045 0.398 0.035
-1.764 -0.564 0.522
-0.285 0.190 -0.108

---

Which value of total charge does entry 1 give?
0